Molecular formula: C33H34BCl2F6LiMgN2NaO11P2
Method: DFT, ωB97M-V/def2-TZVPD

Output
Net charge   +1
E_HOMO   -0.29537 Eh
Kohn-Sham gap   2.8 eV
F_max   7.60 eV/A
2S+1   1

Each line ends with the Löwdin charge.
Element x y z (Å)
C (-2.936, 2.764, 2.155)  -0.170
C (-5.586, -0.429, -0.453)  -0.074
C (-10.009, -3.423, 0.201)  -0.653
H (0.003, -2.454, 2.068)  0.089
O (7.471, 1.565, 0.736)  0.039
O (5.180, 4.728, -2.881)  0.108
H (-1.594, -0.133, -3.940)  0.126
H (5.614, 1.126, -0.033)  0.126
O (1.567, -2.560, -0.256)  -0.497
O (3.997, 4.199, -1.027)  0.160
N (-4.423, -0.232, 0.479)  0.094
H (2.903, -5.665, 7.327)  0.104
O (3.663, -1.976, 1.388)  -0.233
H (-10.433, -2.744, 0.947)  0.076
H (-0.597, 4.965, -5.648)  0.142
O (-1.930, 2.822, -5.197)  -0.016
C (-1.593, -0.072, -2.748)  0.077
C (-3.178, -0.131, -0.356)  -0.105
C (1.538, -4.923, 4.302)  -0.107
C (0.081, 4.112, -5.465)  -0.252
H (8.260, -1.510, 1.032)  0.137
H (6.309, -1.066, -0.843)  0.118
H (6.590, -1.112, 1.571)  0.126
C (-6.949, -0.700, -2.960)  -0.052
H (-7.959, -2.701, 0.317)  0.037
H (0.438, 4.549, 4.435)  0.087
C (1.203, 0.213, -2.813)  -0.188
H (0.647, -6.354, 2.960)  0.094
C (-0.442, 4.072, 3.827)  -0.032
H (-10.559, -4.367, 0.247)  0.072
H (-7.877, -0.911, -2.266)  0.066
H (-1.676, 6.260, 3.608)  0.097
C (-3.066, -0.194, -1.978)  -0.118
O (1.839, 5.451, -2.458)  0.158
C (-1.666, 5.109, 3.368)  -0.027
C (1.137, -6.203, 3.918)  -0.100
P (1.941, -1.816, 1.110)  0.581
O (0.969, -2.577, 2.356)  -0.266
C (1.996, -7.093, 5.993)  -0.088
O (3.421, 5.748, -4.048)  0.245
C (-0.451, 2.445, 3.439)  -0.033
B (4.843, 5.401, -4.141)  -0.972
H (6.848, 1.570, -1.238)  0.105
H (-3.874, 2.391, 1.561)  -0.231
C (7.087, -0.423, -0.423)  -0.167
N (-4.275, -0.344, -2.856)  0.089
C (-1.680, 1.757, 2.592)  -0.128
F (5.067, 4.504, -5.263)  0.075
C (2.405, -5.815, 6.373)  -0.089
P (1.313, 0.295, 0.805)  0.842
Cl (-7.819, -4.886, -0.571)  0.527
F (-6.940, -0.592, 0.196)  -0.086
H (-0.832, -0.464, 2.627)  0.083
C (4.064, 4.693, -2.140)  -0.384
H (2.489, -3.733, 5.825)  0.101
Cl (-10.308, -2.687, -1.394)  0.541
C (-8.526, -3.625, 0.470)  -0.665
C (7.456, -0.771, 0.997)  -0.081
H (-6.727, -1.659, -3.635)  0.105
H (-0.797, 2.784, -6.951)  0.137
F (2.064, 1.389, -2.421)  -0.011
C (-0.262, 0.138, -0.287)  -0.309
H (0.481, 1.807, 3.823)  0.091
C (-1.743, 0.045, 0.481)  -0.048
C (2.174, -4.729, 5.528)  -0.092
H (1.046, -8.284, 4.468)  0.102
C (2.985, 5.319, -2.856)  -0.387
Li (6.125, 3.188, -3.424)  0.858
H (-7.123, 0.184, -3.726)  0.105
C (-5.554, -0.477, -2.079)  -0.106
F (5.644, 6.605, -4.295)  0.098
H (3.825, -2.973, 1.541)  0.114
C (-0.178, 0.094, -1.934)  -0.069
H (2.386, 0.987, 0.091)  -0.046
C (-2.923, 4.391, 2.532)  -0.071
F (2.008, -1.065, -2.811)  -0.020
H (-2.715, -0.327, 2.629)  0.128
H (7.974, -0.503, -1.063)  0.126
H (1.355, -4.077, 3.645)  0.052
F (0.877, 0.453, -4.267)  -0.014
H (-0.085, 1.952, -5.643)  0.102
H (2.170, -7.939, 6.654)  0.105
H (0.137, 4.116, -4.363)  0.128
C (-1.731, 0.147, 2.149)  -0.171
C (6.668, 1.020, -0.310)  -0.174
C (1.363, -7.288, 4.765)  -0.093
C (7.912, 0.551, 1.537)  -0.450
H (-8.377, -3.948, 1.504)  0.076
H (-3.785, 5.121, 2.207)  0.066
C (-0.759, 2.803, -5.847)  -0.280
Mg (-5.351, 2.623, 1.956)  0.556
O (1.243, 4.105, -6.135)  0.035
O (8.552, 0.713, 2.562)  0.121
Na (-0.038, -3.319, -1.861)  0.733



Molecular formula: C33H34BF4FeN8SbSe5
Method: DFT, ωB97M-V/def2-TZVPD

Output
Energy above the lowest of the compared OMol25 structures with the same formula, charge and spin   1.839 eV
Net charge   -2
E_HOMO (spin up / spin down)   -0.03324 / -0.08624 Eh
Kohn-Sham gap (spin up / spin down)   4.6 / 5.5 eV
F_max   1.59 eV/A
<S²>   6.15
2S+1   5

Each line ends with the Mulliken spin population.
Element x y z (Å)
F (1.305, -2.087, 1.868)  0.000
H (-2.707, 4.489, 0.754)  0.019
H (6.361, -2.202, -2.730)  0.000
C (-2.732, 1.859, -3.038)  0.018
C (-3.213, -0.525, 1.162)  0.156
H (2.792, 1.976, -1.796)  -0.001
C (5.371, -2.600, -2.498)  0.000
H (1.095, 2.324, 1.892)  0.001
H (0.109, 2.041, 0.498)  -0.012
C (4.680, 0.510, 2.911)  0.000
C (1.687, 3.524, 0.217)  0.004
N (-3.529, -0.364, -2.826)  0.044
H (5.178, 0.909, 3.786)  0.000
H (-2.442, 2.776, -0.550)  0.007
C (1.674, 0.131, -0.465)  0.012
H (1.125, 4.313, 0.727)  0.002
F (-0.056, -0.299, 2.354)  0.010
C (-1.069, 3.852, 4.098)  -0.011
C (4.269, -1.595, -2.812)  -0.001
H (-0.584, 3.707, 5.059)  0.001
C (-3.973, -2.129, 2.986)  0.013
H (-4.650, -5.285, 2.755)  0.003
N (-2.889, 1.879, -4.352)  -0.005
C (-1.532, 2.752, 3.406)  0.075
Se (-6.064, -5.862, -1.015)  0.228
N (-4.341, -3.335, 3.382)  -0.002
F (-0.365, -2.282, 3.465)  0.000
C (-2.229, 4.253, 1.697)  0.082
C (3.438, -0.570, 0.712)  -0.001
H (1.528, -2.528, -0.851)  -0.002
N (1.887, 1.012, 0.532)  -0.008
N (-3.555, -2.842, 0.767)  0.022
C (2.977, 0.616, 1.281)  0.002
H (0.539, 3.387, -1.606)  0.003
C (1.540, 3.702, -1.296)  -0.001
H (1.595, 4.773, -1.511)  0.000
H (-3.979, -1.343, 3.730)  -0.001
H (-3.504, 0.759, -5.981)  0.003
H (2.310, 2.935, -3.183)  0.000
H (5.374, -2.876, -1.442)  0.000
H (2.739, 3.651, 0.497)  0.001
C (-4.336, -4.295, 2.454)  0.021
C (2.605, 2.993, -2.135)  0.001
Fe (-2.342, -2.323, -0.785)  2.194
H (-2.303, 2.749, -2.596)  0.006
Se (-2.973, -8.069, -2.589)  0.284
H (4.904, -2.151, 0.791)  0.000
C (-3.941, -4.057, 1.153)  -0.001
Se (0.228, 0.270, -1.605)  0.034
N (2.631, -0.827, -0.388)  -0.003
C (-2.957, 0.553, 1.958)  0.059
C (5.155, -0.671, 2.334)  0.000
C (-2.142, 2.916, 2.143)  0.015
C (-2.584, 1.792, 1.364)  0.005
H (6.016, -1.162, 2.768)  0.000
F (-0.894, -2.131, 1.237)  0.003
H (-2.998, 0.457, 3.032)  0.006
C (-3.358, 0.758, -4.906)  0.032
H (4.441, -0.673, -2.248)  0.000
H (-1.379, 1.760, 3.812)  0.024
N (-1.148, 5.121, 3.669)  0.104
H (2.747, -3.132, -2.888)  -0.001
H (-3.944, -4.845, 0.411)  0.011
H (4.321, -1.324, -3.870)  0.000
N (-3.109, -0.504, -0.202)  0.273
C (3.584, 1.176, 2.391)  0.001
Se (-0.645, -2.028, -2.321)  -0.070
H (3.217, -2.800, -0.468)  0.000
C (2.537, -2.150, -1.017)  0.004
C (-2.658, 1.845, -0.046)  0.011
C (4.543, -1.228, 1.224)  0.000
C (-1.735, 5.278, 2.476)  -0.014
H (2.115, -1.509, -3.006)  0.002
Se (-2.529, -3.977, -2.392)  0.081
C (-3.072, 0.747, -2.250)  -0.073
H (5.236, -3.518, -3.075)  0.000
H (-1.816, 6.302, 2.120)  -0.001
C (-3.591, -1.853, 1.673)  -0.068
H (-3.948, -1.291, -4.613)  0.000
C (2.870, -2.116, -2.501)  -0.004
Sb (-4.225, -6.001, -2.588)  0.255
C (1.136, 2.234, 0.808)  0.014
B (0.002, -1.703, 2.245)  0.002
H (3.552, 3.536, -2.076)  0.000
H (3.206, 2.083, 2.843)  -0.001
C (-2.936, 0.721, -0.779)  0.138
C (-3.645, -0.360, -4.146)  -0.008



Molecular formula: C33H34BF4O19
Method: DFT, ωB97M-V/def2-TZVPD

Output
Energy above the lowest of the compared OMol25 structures with the same formula, charge and spin   0.231 eV
Net charge   -1
E_HOMO   -0.24479 Eh
Kohn-Sham gap   6.2 eV
F_max   12.51 eV/A
2S+1   1

Each line ends with the Löwdin charge.
Element x y z (Å)
H (2.151, -7.019, 2.883)  0.084
C (0.723, 2.319, 4.276)  -0.091
O (-5.552, 5.846, -0.251)  0.017
H (0.783, 0.377, -2.932)  0.101
C (6.340, 0.162, 0.521)  -0.394
H (-0.037, -2.094, -2.420)  0.146
C (0.287, -5.093, 2.667)  -0.038
H (3.115, -0.906, -4.548)  0.049
C (0.358, 5.199, 4.557)  -0.144
C (1.839, 0.509, -2.584)  -0.031
B (0.472, -1.196, 0.376)  -1.416
F (1.836, -1.233, 0.539)  0.154
H (3.364, 0.342, -5.754)  0.122
H (-2.428, -2.206, 2.030)  0.046
O (0.998, 0.930, 4.007)  0.022
H (-4.944, 2.530, -3.043)  0.089
H (-1.110, 2.168, -0.205)  0.235
C (0.519, -6.194, 1.687)  -0.461
O (-1.384, 3.278, -0.105)  -0.003
C (1.460, 3.042, 5.315)  -0.430
O (-6.201, 4.672, -2.530)  0.055
C (-1.532, -3.884, -2.698)  -0.054
C (2.697, -0.035, -4.874)  -0.002
C (3.861, 0.929, 1.370)  0.121
O (-1.854, -2.375, -6.696)  0.084
C (2.714, 0.971, -3.690)  -0.419
C (5.769, 2.566, 1.510)  -0.170
O (3.236, 2.103, -3.718)  0.033
H (1.789, -0.036, -5.216)  -0.014
O (7.150, -0.660, 0.190)  0.117
H (-3.655, -1.367, 3.234)  0.111
O (4.494, -1.253, 0.134)  0.131
O (0.147, 6.506, 4.764)  0.041
C (6.703, 1.566, 0.878)  0.082
O (-1.410, -4.324, -1.387)  0.121
C (4.416, 2.184, 1.787)  -0.362
C (-1.832, -2.822, -5.425)  -0.088
H (-3.026, -4.476, -5.700)  0.007
F (-0.044, -0.268, -0.379)  0.234
H (1.865, 4.809, 6.177)  0.077
H (0.390, 0.275, 3.517)  0.142
C (-3.799, -1.407, -0.287)  -0.019
O (-0.318, -1.083, -4.805)  0.080
C (-4.809, 4.832, -0.600)  -0.343
H (2.085, -0.366, -2.100)  0.041
H (-4.345, -0.731, -0.829)  0.047
H (-2.729, -1.317, -0.557)  0.104
F (-0.134, -1.109, 1.632)  0.112
C (4.884, -0.186, 0.743)  -0.113
C (-3.515, 4.654, -0.037)  0.117
H (0.572, -4.193, 2.104)  0.082
H (-0.876, 2.548, 2.551)  0.149
O (6.169, 3.859, 1.866)  0.059
C (-2.698, 3.470, -0.535)  -0.119
C (-0.786, -2.606, -3.181)  0.083
H (-0.575, 6.674, 3.905)  0.219
C (-0.930, -2.054, -4.433)  -0.430
C (1.227, 4.372, 5.533)  0.086
H (5.439, 4.459, 1.972)  0.093
O (-2.786, -5.776, -3.332)  0.115
C (-3.456, -1.939, 2.237)  -0.027
H (7.903, 1.881, 0.536)  0.185
O (-1.215, 5.167, 2.761)  0.066
C (-0.450, 4.526, 3.486)  -0.357
C (-4.019, -1.034, 1.121)  -0.438
H (-3.147, 5.349, 0.685)  0.102
C (-3.135, 2.538, -1.566)  -0.347
H (1.825, 1.211, -1.730)  0.097
H (3.504, -1.261, 0.040)  0.118
O (-4.499, 0.138, 1.386)  -0.023
O (-2.520, 1.562, -1.938)  0.117
H (-4.025, -2.986, 2.137)  0.122
O (2.171, 2.387, 6.097)  0.099
C (-2.552, -4.120, -4.984)  0.119
O (-0.478, -6.635, 1.038)  0.026
C (-2.302, -4.709, -3.664)  -0.372
H (0.816, -5.024, 3.712)  0.127
H (-0.940, -3.692, -0.930)  0.017
H (-4.215, -2.393, -0.338)  0.085
H (-1.468, -1.530, -6.964)  0.126
H (2.837, 0.679, 1.397)  0.067
H (1.888, -7.905, 1.350)  0.123
H (-6.607, 5.394, -2.063)  0.081
C (-5.270, 4.017, -1.686)  -0.150
C (-0.224, 3.066, 3.400)  0.088
O (3.738, 3.054, 2.495)  0.002
H (2.684, -6.242, 1.675)  0.058
F (0.029, -2.464, -0.075)  0.089
C (1.844, -6.846, 1.838)  -0.046
C (-4.530, 2.815, -2.123)  0.124
H (-0.734, -4.882, 2.796)  0.054



Molecular formula: C33H34GaIN3O4Si
Method: DFT, ωB97M-V/def2-TZVPD

Output
Energy above the lowest of the compared OMol25 structures with the same formula, charge and spin   0.264 eV
Net charge   +1
E_HOMO   -0.40121 Eh
Kohn-Sham gap   7.5 eV
F_max   0.70 eV/A
2S+1   1

Each line ends with the Löwdin charge.
Element x y z (Å)
H (0.146, 3.164, 5.881)  0.039
Ga (0.310, 0.189, -0.428)  0.185
C (-0.569, -2.073, -3.350)  -0.019
C (0.218, -2.439, 0.764)  -0.313
H (-0.650, -4.541, 3.949)  0.110
N (0.603, 2.148, -1.213)  0.013
O (-1.329, 0.159, -1.309)  -0.060
H (5.551, 4.000, -0.775)  0.115
H (-0.749, 3.358, 4.365)  0.036
C (2.163, 3.984, -0.624)  -0.002
H (2.589, -4.790, -0.515)  0.102
O (0.486, -1.692, -0.275)  -0.151
H (-1.957, 0.592, 4.618)  0.038
C (4.536, 3.635, -0.859)  -0.061
C (-1.750, 2.497, -1.704)  -0.051
H (3.639, 5.454, -0.158)  0.115
H (-0.918, -0.844, 4.652)  0.022
H (-2.170, -4.557, 2.011)  0.122
C (1.700, -2.573, -3.907)  -0.153
H (1.009, 3.590, 4.394)  0.035
H (1.971, -1.857, 1.838)  0.125
C (3.463, 4.450, -0.521)  -0.051
H (-2.093, 5.339, -1.159)  0.132
C (1.758, -3.496, -2.870)  -0.022
H (5.134, 1.685, -1.545)  0.103
H (2.034, 0.657, 6.208)  0.040
C (-1.018, 0.187, 5.007)  -0.178
N (-1.695, -3.196, -1.539)  0.171
H (-3.603, -1.015, -0.724)  0.074
C (-3.520, 0.857, -1.767)  -0.248
C (0.493, 0.757, 1.398)  -0.067
C (-0.412, -3.974, 3.060)  -0.068
C (-1.255, -3.973, 1.986)  -0.018
H (0.480, -1.159, -4.982)  0.116
C (-3.987, -0.564, -1.641)  -0.015
C (0.772, -3.217, 2.988)  -0.041
H (-2.541, -3.246, -2.088)  0.163
C (1.739, -5.411, -0.799)  -0.028
C (0.533, -1.864, -4.162)  -0.112
C (-2.410, 4.947, -2.125)  -0.192
C (1.077, -2.465, 1.878)  0.002
H (2.865, 1.098, 4.707)  0.038
C (-0.942, -3.249, 0.810)  -0.126
C (-1.859, -3.380, -0.260)  0.030
H (2.126, -0.504, 4.872)  0.023
H (-1.487, -1.515, -3.505)  0.118
H (-4.796, 3.782, -2.413)  0.118
C (0.186, 2.995, 4.800)  -0.186
O (-1.359, 5.257, -3.041)  -0.061
H (2.575, -2.421, -4.529)  0.112
C (3.002, 1.894, -1.391)  -0.569
C (-4.020, 3.063, -2.172)  -0.084
I (2.600, -0.059, -2.003)  1.391
H (-3.631, -1.157, -2.491)  0.068
H (-1.671, 5.096, -3.938)  0.102
C (1.912, 2.696, -1.084)  -0.315
H (-1.083, 0.171, 6.101)  0.040
C (-2.147, 1.165, -1.576)  -0.229
Si (0.419, 1.202, 4.427)  0.396
H (2.669, -4.049, -2.696)  0.114
C (-0.365, 2.915, -1.549)  0.007
H (1.452, -3.215, 3.832)  0.114
H (-3.324, 5.474, -2.397)  0.121
H (-0.148, 3.955, -1.775)  0.124
H (1.334, 4.613, -0.319)  0.124
C (-2.722, 3.473, -2.015)  -0.143
H (1.993, -6.016, -1.669)  0.102
H (1.472, -6.055, 0.030)  0.101
H (-2.867, -3.697, -0.007)  0.155
C (0.490, 0.983, 2.594)  -0.137
H (-5.074, -0.580, -1.637)  0.086
N (-4.413, 1.780, -2.051)  0.132
C (4.308, 2.337, -1.293)  -0.126
C (-0.510, -2.982, -2.311)  -0.162
C (0.643, -3.722, -2.068)  -0.235
O (0.587, -4.609, -1.057)  -0.070
C (2.010, 0.556, 5.118)  -0.181